# 1
DFT (wB97M-V/def2-TZVPD) results for C39H50ClN7O6PY as an isolated structure.

Summary:
Charge: -2
Relative energy (zero: lowest compared OMol25 entry of this formula, charge and spin), kJ/mol: 0.0
HOMO energy, eV: -1.6309
Frontier orbital gap, eV: 6.1017

Cartesian coordinates (Å):
Y1 0.62 0.15 1.19
O1 1.24 0.80 3.63
C1 0.64 1.01 4.72
C2 1.13 0.50 5.97
C3 0.50 0.77 7.16
C4 -0.66 1.55 7.22
C5 -1.17 2.05 6.04
C6 -0.57 1.79 4.81
C7 -1.14 2.39 3.62
N1 -0.81 2.15 2.42
C8 -1.40 2.97 1.38
C9 -0.28 3.74 0.72
N2 0.76 2.82 0.26
C10 1.76 3.38 -0.29
C11 2.92 2.75 -0.89
C12 3.89 3.59 -1.45
C13 5.02 3.09 -2.08
C14 5.17 1.70 -2.15
C15 4.24 0.85 -1.61
C16 3.07 1.33 -0.95
O2 2.21 0.53 -0.48
H1 2.02 -0.12 5.92
H2 0.92 0.35 8.07
H3 -1.15 1.75 8.17
H4 -2.06 2.66 6.05
H5 -1.92 3.15 3.81
H6 -2.16 3.66 1.78
H7 -1.84 2.29 0.65
H8 0.16 4.45 1.43
H9 -0.68 4.31 -0.13
H10 1.78 4.49 -0.36
H11 3.73 4.66 -1.39
H12 5.76 3.76 -2.50
H13 6.05 1.28 -2.63
H14 4.36 -0.23 -1.66
O3 4.12 1.59 4.19
C17 3.63 1.15 3.01
O4 3.25 1.89 2.14
C18 3.72 -0.34 2.87
C19 4.66 -1.08 3.56
C20 4.78 -2.43 3.24
C21 3.99 -2.97 2.25
C22 3.04 -2.15 1.64
N3 2.91 -0.87 1.96
C23 2.11 -2.71 0.56
O5 2.41 -3.81 0.07
O6 1.12 -1.99 0.28
H15 3.94 2.54 4.20
H16 5.27 -0.61 4.32
H17 5.51 -3.05 3.77
H18 4.06 -4.00 1.93
Cl1 0.45 -2.53 3.77
C24 -0.63 -1.28 2.82
H19 -1.08 -0.72 3.64
H20 -1.41 -1.94 2.43
N4 -1.27 0.22 0.00
P1 -1.55 -0.49 -1.33
N5 -3.03 0.07 -1.99
C25 -4.02 0.64 -1.10
C26 -4.91 1.61 -1.86
C27 -5.57 0.91 -3.05
C28 -4.52 0.23 -3.92
C29 -3.62 -0.67 -3.08
N6 -0.55 -0.25 -2.66
C30 0.76 -0.87 -2.84
C31 1.03 -1.04 -4.33
C32 1.01 0.32 -5.01
C33 -0.27 1.08 -4.68
C34 -0.51 1.12 -3.18
N7 -1.78 -2.16 -1.28
C35 -2.48 -2.63 -0.08
C36 -1.81 -3.87 0.48
C37 -1.91 -5.04 -0.51
C38 -1.95 -4.51 -1.95
C39 -1.14 -3.22 -2.06
H21 -3.49 1.12 -0.28
H22 -4.65 -0.16 -0.66
H23 -4.29 2.44 -2.22
H24 -5.67 2.03 -1.19
H25 -6.18 1.61 -3.63
H26 -6.25 0.14 -2.67
H27 -3.89 1.00 -4.39
H28 -4.99 -0.34 -4.73
H29 -2.82 -1.09 -3.70
H30 -4.21 -1.53 -2.71
H31 0.84 -1.79 -2.28
H32 1.52 -0.21 -2.41
H33 0.27 -1.70 -4.77
H34 2.01 -1.52 -4.47
H35 1.14 0.23 -6.10
H36 1.87 0.90 -4.64
H37 -1.13 0.60 -5.16
H38 -0.21 2.11 -5.07
H39 -1.45 1.62 -2.95
H40 0.30 1.67 -2.68
H41 -3.54 -2.85 -0.32
H42 -2.47 -1.83 0.65
H43 -2.26 -4.13 1.45
H44 -0.77 -3.62 0.68
H45 -2.80 -5.64 -0.31
H46 -1.05 -5.70 -0.38
H47 -2.98 -4.30 -2.26
H48 -1.54 -5.25 -2.65
H49 -1.09 -2.91 -3.11
H50 -0.12 -3.42 -1.71



# 2
DFT (wB97M-V/def2-TZVPD) results for C26H74O40P8V as an isolated structure in a non-equilibrium geometry.

Summary:
Charge: -1
Relative energy (zero: lowest compared OMol25 entry of this formula, charge and spin), kJ/mol: 154.4
HOMO energy, eV: -4.5859
Frontier orbital gap, eV: 6.5271

Cartesian coordinates (Å):
O1 -5.04 0.35 -1.69
V1 -3.54 0.12 -2.14
O2 -3.46 0.25 -3.70
O3 -0.54 0.18 0.66
C1 -1.60 0.09 -0.15
O4 -2.77 0.09 0.25
O5 -1.43 0.05 -1.42
H1 -1.01 0.21 1.54
O6 -1.65 2.02 3.37
C2 -1.33 0.85 4.01
O7 -1.18 0.82 5.26
O8 -1.00 -0.21 3.41
H2 -1.68 2.61 4.14
C3 -0.24 -0.39 -4.90
O9 -0.94 -0.91 -6.06
P1 -0.18 -0.93 -7.44
O10 1.11 -1.62 -7.44
O11 -1.25 -1.53 -8.48
C4 -2.56 -0.98 -8.51
O12 -0.08 0.65 -7.81
C5 0.52 0.97 -9.05
H3 0.71 -0.92 -4.82
H4 -0.84 -0.65 -4.04
H5 -0.09 0.69 -4.93
H6 -3.07 -1.26 -9.43
H7 -2.54 0.11 -8.42
H8 -3.18 -1.34 -7.69
H9 1.42 1.55 -8.84
H10 -0.12 1.64 -9.63
H11 0.80 0.12 -9.68
C6 2.42 1.52 6.76
O13 2.98 1.35 5.45
P2 3.00 -0.10 4.77
O14 1.77 -0.85 4.99
O15 3.40 0.23 3.26
C7 2.43 0.94 2.49
O16 4.35 -0.75 5.38
C8 4.69 -2.06 5.02
H12 2.13 0.53 7.12
H13 1.50 2.11 6.67
H14 3.10 2.07 7.40
H15 1.63 1.42 3.06
H16 1.95 0.21 1.84
H17 2.96 1.72 1.94
H18 3.99 -2.56 4.33
H19 4.73 -2.71 5.89
H20 5.66 -2.08 4.52
C9 -6.48 -1.60 4.40
O17 -5.14 -1.24 4.69
P3 -4.01 -2.39 4.79
O18 -2.68 -1.98 5.23
O19 -4.73 -3.36 5.84
C10 -4.02 -4.54 6.24
O20 -4.00 -3.19 3.40
C11 -3.34 -2.55 2.29
H21 -6.65 -2.67 4.30
H22 -6.82 -1.12 3.48
H23 -7.11 -1.18 5.19
H24 -3.32 -4.77 5.44
H25 -4.65 -5.43 6.32
H26 -3.52 -4.39 7.19
H27 -2.26 -2.53 2.42
H28 -3.70 -1.52 2.24
H29 -3.64 -3.03 1.36
C12 -6.03 -4.46 -1.87
O21 -4.79 -4.34 -1.18
P4 -3.59 -3.64 -2.00
O22 -3.73 -2.19 -2.19
O23 -2.31 -4.04 -1.13
C13 -1.03 -3.57 -1.56
O24 -3.47 -4.48 -3.34
C14 -3.50 -5.91 -3.24
H30 -6.33 -3.54 -2.38
H31 -6.83 -4.77 -1.21
H32 -5.88 -5.17 -2.69
H33 -0.92 -3.61 -2.65
H34 -0.27 -4.23 -1.16
H35 -0.81 -2.53 -1.30
H36 -2.50 -6.31 -3.40
H37 -4.13 -6.30 -4.03
H38 -3.84 -6.30 -2.28
C15 1.87 -0.15 -1.70
O25 3.25 0.20 -1.85
P5 3.59 1.57 -2.57
O26 2.57 2.14 -3.46
O27 3.95 2.58 -1.40
C16 4.89 2.36 -0.35
O28 5.01 1.23 -3.25
C17 5.68 2.18 -4.05
H39 1.61 -0.03 -0.65
H40 1.66 -1.19 -1.98
H41 1.22 0.43 -2.34
H42 5.37 1.39 -0.44
H43 4.45 2.56 0.63
H44 5.67 3.12 -0.50
H45 6.53 2.59 -3.51
H46 5.10 3.02 -4.43
H47 6.08 1.62 -4.91
C18 0.81 3.67 1.05
O29 2.11 4.06 1.44
P6 2.41 5.16 2.56
O30 1.58 6.37 2.48
O31 2.28 4.39 3.96
C19 0.97 4.18 4.45
O32 3.97 5.46 2.42
C20 4.56 5.78 1.17
H48 0.00 4.19 1.56
H49 0.68 2.60 1.16
H50 0.64 3.89 -0.01
H51 0.58 3.24 4.04
H52 0.29 4.99 4.17
H53 0.93 4.08 5.53
H54 5.41 6.44 1.37
H55 3.88 6.25 0.46
H56 4.96 4.87 0.73
C21 4.68 -1.41 1.13
O33 4.09 -2.40 0.28
P7 3.42 -3.69 0.95
O34 2.85 -4.67 0.02
O35 2.38 -2.97 1.92
C22 1.13 -2.65 1.37
O36 4.55 -4.21 1.96
C23 5.79 -4.62 1.44
H57 4.75 -1.76 2.15
H58 4.10 -0.49 1.08
H59 5.68 -1.20 0.75
H60 0.90 -2.81 0.31
H61 0.90 -1.60 1.55
H62 0.34 -3.18 1.91
H63 6.12 -5.60 1.81
H64 6.56 -3.89 1.69
H65 5.78 -4.70 0.35
C24 -4.79 5.07 -2.90
O37 -3.40 4.81 -2.73
P8 -2.93 3.75 -1.66
O38 -3.49 2.41 -1.94
O39 -1.34 3.87 -1.63
C25 -0.61 3.22 -2.69
O40 -3.37 4.34 -0.24
C26 -3.04 3.59 0.94
H66 -5.01 4.95 -3.96
H67 -5.06 6.08 -2.62
H68 -5.44 4.35 -2.39
H69 0.14 3.94 -2.99
H70 -1.16 2.99 -3.61
H71 -0.16 2.31 -2.30
H72 -2.74 4.24 1.77
H73 -2.21 2.89 0.79
H74 -3.94 3.07 1.24



What DFT total energy values result from the calculations? In sequence: -3191.052779 -7720.417376 Eh.